(1)
{
  "formula": "C23H40NO2P3W",
  "method": "the ωB97M-V functional and the def2-TZVPD basis",
  "species": ["P", "C", "H", "H", "H", "C", "H", "H", "H", "C", "H", "H", "H", "P", "C", "H", "H", "H", "C", "H", "H", "H", "C", "H", "H", "H", "P", "C", "H", "H", "H", "C", "H", "H", "H", "C", "H", "H", "H", "W", "C", "O", "C", "O", "C", "C", "C", "C", "C", "C", "H", "H", "H", "H", "H", "H", "N", "C", "C", "C", "C", "C", "C", "H", "H", "H", "H", "H", "H", "H"],
  "xyz": [[-0.879, 2.078, 1.712], [0.093, 2.015, 3.241], [-0.408, 2.685, 3.957], [1.117, 2.381, 3.088], [0.117, 1.003, 3.664], [-0.638, 3.815, 1.234], [-1.426, 4.173, 0.565], [0.339, 3.911, 0.731], [-0.639, 4.422, 2.151], [-2.560, 1.836, 2.356], [-2.764, 2.648, 3.063], [-2.611, 0.867, 2.874], [-3.319, 1.842, 1.567], [-2.128, -2.141, -0.386], [-1.584, -3.488, 0.692], [-2.233, -4.356, 0.516], [-1.668, -3.210, 1.746], [-0.551, -3.782, 0.483], [-3.853, -1.905, 0.154], [-4.416, -1.291, -0.561], [-3.838, -1.415, 1.143], [-4.318, -2.897, 0.230], [-2.046, -2.936, -2.026], [-2.820, -3.715, -2.062], [-1.047, -3.376, -2.162], [-2.224, -2.225, -2.841], [1.661, 0.377, -2.270], [3.254, -0.454, -2.070], [3.844, -0.150, -2.943], [3.124, -1.540, -2.087], [3.792, -0.158, -1.164], [1.243, -0.115, -3.961], [2.174, -0.060, -4.535], [0.499, 0.540, -4.420], [0.873, -1.150, -3.950], [2.115, 2.137, -2.219], [2.769, 2.314, -3.084], [2.654, 2.373, -1.289], [1.247, 2.801, -2.284], [-1.174, 0.443, -0.890], [-0.834, -0.312, 1.086], [-0.426, -0.990, 1.982], [0.298, -1.114, -1.089], [0.815, -2.179, -0.873], [-1.785, 0.542, -2.973], [-1.079, 1.718, -2.699], [-1.448, 2.526, -1.621], [-2.545, 2.165, -0.840], [-3.252, 0.993, -1.098], [-2.878, 0.189, -2.188], [-1.414, -0.128, -3.746], [-0.265, 2.041, -3.323], [-0.867, 3.406, -1.388], [-2.857, 2.814, -0.037], [-4.003, 0.674, -0.385], [-3.392, -0.750, -2.373], [2.050, 0.298, 1.027], [2.700, -0.580, 1.843], [2.876, -0.265, 3.202], [3.571, -1.134, 4.030], [4.058, -2.348, 3.537], [3.851, -2.682, 2.196], [3.173, -1.811, 1.340], [1.571, 1.090, 1.434], [2.336, 0.432, 0.062], [2.469, 0.678, 3.575], [3.735, -0.848, 5.062], [4.611, -3.022, 4.185], [4.210, -3.620, 1.798], [2.948, -2.080, 0.312]],
  "charge": 4,
  "s_squared": 2.0358,
  "multiplicity": 3,
  "energy_ha": -2195.149658,
  "gap_ev": [5.973, 6.574],
  "lumo_ev": [-13.7, -14.3]
}

---

(2)
{
  "formula": "C28H40NO2Tm",
  "method": "the ωB97M-V functional and the def2-TZVPD basis",
  "species": ["O", "C", "C", "H", "H", "C", "H", "H", "C", "H", "H", "H", "C", "H", "H", "H", "Tm", "C", "C", "C", "H", "C", "C", "H", "H", "H", "H", "C", "C", "C", "H", "C", "C", "H", "H", "H", "H", "O", "C", "C", "H", "H", "C", "H", "H", "C", "H", "H", "H", "H", "C", "N", "C", "C", "C", "C", "C", "C", "C", "C", "H", "H", "H", "H", "H", "H", "H", "H", "H", "H", "H", "H"],
  "xyz": [[-0.321, 2.140, -2.090], [0.945, 2.532, -2.847], [0.449, 3.960, -2.868], [1.009, 2.152, -3.856], [1.850, 2.215, -2.337], [-0.992, 3.413, -2.551], [0.617, 4.405, -3.843], [0.933, 4.531, -2.058], [-1.920, 2.873, -3.631], [-1.422, 2.037, -4.159], [-2.250, 3.619, -4.361], [-2.802, 2.482, -3.087], [-1.727, 4.059, -1.382], [-1.122, 4.600, -0.619], [-2.364, 3.370, -0.818], [-2.387, 4.830, -1.738], [-0.318, -0.072, -0.310], [0.956, 1.606, 1.841], [2.106, 0.835, 1.466], [2.554, 1.315, 0.209], [2.610, 0.081, 2.082], [1.797, 2.493, -0.099], [0.736, 2.596, 0.833], [-0.049, 3.361, 0.842], [0.390, 1.540, 2.777], [3.456, 0.981, -0.313], [2.129, 3.266, -0.794], [-1.959, 0.236, 1.625], [-2.237, 1.234, 0.666], [-2.598, 0.586, -0.570], [-2.290, 2.307, 0.863], [-2.470, -0.825, -0.372], [-2.096, -1.047, 1.001], [-2.038, -2.021, 1.502], [-1.758, 0.407, 2.682], [-3.104, 1.071, -1.409], [-2.720, -1.607, -1.085], [-0.412, -1.033, -2.272], [-0.726, -0.683, -3.835], [0.192, -1.518, -4.727], [-0.430, 0.389, -3.955], [-1.807, -0.925, -4.029], [1.085, -2.371, -3.834], [0.761, -0.847, -5.350], [-0.453, -2.095, -5.390], [0.720, -2.003, -2.385], [2.147, -2.175, -3.988], [0.879, -3.422, -4.069], [1.562, -1.490, -1.852], [0.415, -2.973, -1.929], [0.309, -1.025, 6.157], [0.234, -1.713, 4.887], [-1.004, -2.424, 4.687], [0.693, -0.971, 3.718], [1.062, -1.930, 2.618], [1.769, -3.083, 3.028], [2.094, -4.078, 2.107], [1.713, -3.954, 0.769], [1.029, -2.791, 0.404], [0.759, -1.779, 1.272], [-0.531, -0.338, 6.351], [1.259, -0.484, 6.224], [0.279, -1.778, 6.947], [-1.867, -1.768, 4.441], [-0.887, -3.154, 3.875], [-1.225, -2.957, 5.616], [-0.045, -0.233, 3.355], [1.568, -0.382, 4.030], [2.017, -3.172, 4.091], [2.617, -4.967, 2.440], [1.933, -4.727, 0.025], [0.699, -2.708, -0.616]],
  "s_squared": 2.0024,
  "multiplicity": 3,
  "energy_ha": -2381.119865,
  "gap_ev": [6.261, 6.274],
  "lumo_ev": [0.0, 0.0]
}

---

(3)
{
  "formula": "C4H10N2O",
  "method": "the ωB97M-V functional and the def2-TZVPD basis",
  "species": ["N", "C", "C", "N", "C", "C", "O", "H", "H", "H", "H", "H", "H", "H", "H", "H", "H"],
  "xyz": [[0.609, -2.087, -0.343], [1.255, -1.078, 0.327], [1.046, 0.388, -0.201], [-0.295, 0.725, -0.048], [-0.776, 2.036, -0.694], [-1.241, -0.005, 0.791], [1.816, 0.960, -1.016], [1.030, -2.952, -0.001], [0.757, -2.000, -1.331], [2.410, -1.251, 0.315], [0.747, -1.052, 1.250], [-0.004, 2.755, -0.663], [-1.139, 1.975, -1.701], [-1.563, 2.272, -0.038], [-2.089, 0.619, 1.059], [-0.993, -0.360, 1.889], [-1.568, -0.943, 0.405]],
  "charge": 1,
  "s_squared": 0.7842,
  "multiplicity": 2,
  "energy_ha": -342.774033,
  "gap_ev": [9.866, 5.264],
  "lumo_ev": [-4.1, -8.8]
}

---

(4)
{
  "formula": "C7H9N",
  "method": "the ωB97M-V functional and the def2-TZVPD basis",
  "species": ["C", "C", "C", "C", "C", "C", "C", "H", "H", "H", "H", "H", "H", "H", "H", "H", "N"],
  "xyz": [[1.466, -0.888, 0.043], [1.486, 0.535, -0.032], [0.065, 1.172, 0.598], [-0.764, -0.058, 0.986], [-1.869, -0.044, -0.158], [0.050, -0.987, 0.233], [0.249, 0.819, -0.881], [1.537, -1.422, -0.952], [2.105, -1.126, 0.889], [2.301, 1.066, -0.128], [-0.293, 2.221, 0.855], [-0.997, -0.055, 1.927], [-2.297, -0.882, -0.251], [-2.623, 0.647, -0.671], [-0.417, -1.957, 0.311], [0.579, 1.369, -1.658], [-0.576, -0.412, -1.110]],
  "smiles": "C1[C@@H]2[C@@H]3[C@H]4CN([C@H]23)[C@@H]14",
  "energy_ha": -326.662084,
  "gap_ev": 10.140,
  "lumo_ev": 1.1
}